Record 1
{"formula": "C12H11Cl2N", "method": "ωB97M-V/def2-TZVPD", "largest_force_ev_per_a": 3.690, "energy_ev": -39152.91446, "relative_energy_kj_mol": 230.0, "elements": ["C", "C", "C", "C", "C", "C", "C", "C", "C", "C", "C", "C", "N", "Cl", "Cl", "H", "H", "H", "H", "H", "H", "H", "H", "H", "H", "H"], "coordinates": [[-0.256365, 0.809149, -3.204312], [-0.831456, 1.562900, -2.178147], [-0.141923, -0.553724, -2.956615], [1.247326, 1.700805, 1.281747], [0.550560, 1.534636, 2.514431], [-1.132679, 0.987684, -0.942279], [-0.587252, -1.106377, -1.798525], [1.606711, 0.409639, 0.897868], [0.384341, 0.196525, 2.706230], [-1.186959, -0.407244, -0.711153], [-1.674425, -1.084163, 0.450575], [1.318460, -1.846190, 1.625650], [1.079975, -0.508878, 1.756853], [-1.653111, -2.825445, 0.563016], [0.722084, -2.957671, 2.745278], [-0.160323, 1.228500, -4.190351], [-0.908884, 2.631479, -2.413977], [0.255641, -1.060481, -3.898824], [1.651088, 2.667384, 1.030446], [0.098144, 2.402961, 3.086317], [-1.571652, 1.586932, -0.074580], [-0.564025, -2.146548, -1.768200], [1.952483, -0.055812, -0.058464], [-0.165398, -0.436407, 3.490591], [-2.212620, -0.673639, 1.205294], [2.180258, -2.056016, 0.841133]], "atomic_forces_ev_per_a": [[-1.45, 0.00, 1.26], [0.92, 0.47, -0.08], [0.96, 0.62, -2.94], [1.04, -1.22, 1.07], [-1.26, 1.37, 0.08], [-2.21, 1.23, 1.98], [-0.40, -0.48, 0.50], [0.40, 0.44, -2.37], [-1.39, -2.08, 2.71], [1.35, -0.19, -1.29], [1.37, -1.25, -2.79], [2.08, -0.41, -2.13], [-0.46, 1.16, 0.46], [-0.17, 0.79, -0.34], [0.40, 0.05, 0.07], [0.49, 0.09, -0.10], [-0.30, -0.32, 0.77], [-0.56, -0.31, 1.94], [-0.11, -0.18, -0.84], [0.68, -1.56, -0.60], [0.78, -0.35, -1.49], [0.09, -1.73, 0.30], [0.19, 1.08, 0.95], [1.01, 1.47, -1.18], [-1.31, 1.44, 2.01], [-2.15, -0.12, 2.05]], "lowdin_charge": [-0.10, -0.09, -0.11, -0.09, -0.11, -0.06, -0.08, -0.12, -0.14, -0.30, -0.44, -0.60, -0.21, 0.63, 0.65, 0.10, 0.11, 0.13, 0.09, 0.12, 0.13, 0.06, 0.13, 0.13, 0.02, 0.14]}

=====

Record 2
{"formula": "C12H11NS", "method": "ωB97M-V/def2-TZVPD", "largest_force_ev_per_a": 5.891, "energy_ev": -24942.20650, "relative_energy_kj_mol": 439.5, "elements": ["C", "C", "C", "C", "C", "C", "C", "C", "C", "C", "C", "C", "H", "H", "H", "H", "H", "H", "H", "H", "H", "H", "H", "N", "S"], "coordinates": [[0.173200, 0.918427, -0.930742], [-0.644300, 1.564890, -1.782867], [-0.741506, 2.900361, -1.716531], [0.242711, 3.630946, -0.997981], [1.109339, 2.904487, -0.052920], [1.038442, 1.569053, 0.002643], [0.091453, -1.334076, 0.464703], [-1.128330, -1.468729, 1.046427], [-1.049550, -1.952716, 2.284520], [0.165320, -2.115705, 2.926444], [1.404199, -1.964172, 2.391756], [1.343729, -1.435085, 1.054947], [-1.264106, -2.155585, -1.939409], [-1.257840, 1.071452, -2.412385], [-1.384843, 3.454631, -2.340815], [0.726793, 4.685076, -1.304979], [1.661989, 3.523401, 0.498892], [1.849496, 0.970394, 0.446346], [-2.031365, -1.414721, 0.602162], [-2.091159, -2.348199, 2.808922], [0.070122, -2.496548, 3.911383], [2.337356, -1.730597, 3.079632], [2.271163, -1.207163, 0.593572], [-1.700734, -1.226989, -1.743933], [-0.063169, -0.816831, -1.242385]], "atomic_forces_ev_per_a": [[0.29, -0.80, 0.50], [0.22, 1.12, 1.79], [2.57, 3.96, 0.56], [2.03, -0.11, 0.31], [-4.13, 1.20, -4.03], [0.44, -2.96, -1.24], [1.37, 1.35, -1.98], [2.06, -1.04, 1.28], [-3.16, -1.89, 3.33], [-0.85, -1.45, 1.74], [1.41, 3.48, -0.66], [-0.49, -1.59, 1.86], [-1.25, -0.06, -0.67], [-1.95, -1.84, -1.89], [-0.71, 0.40, -0.81], [-2.21, -2.08, 0.98], [2.77, 1.76, 2.20], [-0.88, 0.41, 0.47], [-2.48, 0.55, -2.00], [2.96, 1.34, -1.05], [0.17, -0.19, 1.02], [-1.87, -1.32, -1.67], [0.42, 0.18, -0.89], [3.67, 0.69, 1.00], [-0.42, -1.08, -0.13]], "lowdin_charge": [-0.38, -0.15, -0.07, -0.03, -0.08, -0.06, -0.42, -0.12, -0.09, -0.14, -0.06, -0.09, -0.06, 0.06, 0.09, 0.15, 0.06, 0.11, 0.06, 0.17, 0.09, 0.15, 0.09, -0.31, 1.04]}